Record 1
Computed, not measured: a gas-phase ion, C4H8NS (charge +1) in a non-equilibrium geometry, with the ωB97M-V functional and the def2-TZVPD basis.

The value obtained for the lowest unoccupied orbital energy is -3.69 eV. The energy relative to the best compared isomer or geometry (same formula, charge and spin) comes out at 51.9 kcal per mole. As for the calculated total energy: -609.7873 a.u. As for the gap between HOMO and LUMO: 0.38646 hartree. As for the net charge: +1.

Each atom is followed by the atoms it is bonded to, with distances in Å.
Geometry (Å):
1 C -1.444 2.488 -0.103  C2 1.190, H7 1.029
2 C -0.752 1.535 -0.272  C1 1.190, C4 1.429
3 C 0.982 -0.034 0.770  C4 1.678, H8 1.045, H9 1.093, H10 1.023
4 C -0.050 0.312 -0.508  C2 1.429, C3 1.678, N5 1.530, S6 1.771
5 N -1.018 -0.873 -0.488  C4 1.530, H11 0.965, H12 1.048, H13 0.946
6 S 0.906 0.358 -1.997  C4 1.771, H14 1.387
7 H -1.683 3.488 -0.082  C1 1.029
8 H 1.474 -0.955 0.767  C3 1.045
9 H 0.282 -0.034 1.609  C3 1.093
10 H 1.687 0.706 0.726  C3 1.023
11 H -0.442 -1.648 -0.467  N5 0.965
12 H -1.541 -0.967 0.415  N5 1.048
13 H -1.466 -0.894 -1.321  N5 0.946
14 H 0.481 1.624 -2.375  S6 1.387


Record 2
Computed, not measured: a gas-phase ion, C4H8NS (charge +1) in a non-equilibrium geometry, with the ωB97M-V functional and the def2-TZVPD basis.

The value obtained for the lowest unoccupied orbital energy is -6.27 eV. The energy relative to the best compared isomer or geometry (same formula, charge and spin) comes out at 48.2 kcal per mole. As for the calculated total energy: -609.7932 a.u. As for the gap between HOMO and LUMO: 0.28004 hartree. As for the net charge: +1.

Each atom is followed by the atoms it is bonded to, with distances in Å.
Geometry (Å):
1 C 0.634 0.617 -0.030  C2 1.489, N5 1.246, H7 1.039
2 C -0.776 0.941 -0.384  C1 1.489, S6 1.784, H8 1.022, H9 1.047
3 C -2.915 -0.435 0.514  S6 1.647, H10 1.079, H11 1.139
4 C 2.320 -1.097 -0.013  N5 1.420, H12 1.101, H13 1.001, H14 1.004
5 N 1.034 -0.543 -0.248  C1 1.246, C4 1.420
6 S -1.678 -0.588 -0.562  C2 1.784, C3 1.647
7 H 1.178 1.402 0.378  C1 1.039
8 H -1.333 1.606 0.156  C2 1.022
9 H -0.853 1.252 -1.381  C2 1.047
10 H -3.681 -1.195 0.537  C3 1.079
11 H -2.861 0.330 1.356  C3 1.139
12 H 3.072 -0.293 0.030  C4 1.101
13 H 2.517 -1.691 -0.794  C4 1.001
14 H 2.342 -1.599 0.856  C4 1.004


Record 3
Computed, not measured: a gas-phase ion, C4H8NS (charge +1) in a non-equilibrium geometry, with the ωB97M-V functional and the def2-TZVPD basis.

The value obtained for the lowest unoccupied orbital energy (spin up / spin down) is -5.90 / -4.94 eV. The energy relative to the best compared isomer or geometry (same formula, charge and spin) comes out at 73.0 kcal per mole. As for the calculated total energy: -609.7536 a.u. As for the gap between HOMO and LUMO (spin up / spin down): 0.28009 / 0.31931 hartree. As for the net charge: +1.

Each atom is followed by the atoms it is bonded to, with distances in Å.
Geometry (Å):
1 C -0.437 0.581 -0.867  C2 1.414, N5 1.768, H7 1.094
2 C -1.627 0.043 -0.326  C1 1.414, C3 1.551, H8 1.093, H9 1.121
3 C -1.310 -1.180 0.573  C2 1.551, S6 1.855, H10 1.018, H11 1.082
4 C 2.186 0.730 0.141  N5 1.436, H12 1.160, H13 1.134, H14 1.084
5 N 0.889 0.118 0.207  C1 1.768, C4 1.436, S6 1.637
6 S 0.432 -1.095 1.206  C3 1.855, N5 1.637
7 H -0.019 1.305 -1.574  C1 1.094
8 H -2.224 0.757 0.247  C2 1.093
9 H -2.250 -0.340 -1.176  C2 1.121
10 H -1.962 -1.311 1.344  C3 1.018
11 H -1.417 -2.096 0.008  C3 1.082
12 H 2.910 0.032 0.718  C4 1.160
13 H 2.208 1.846 0.343  C4 1.134
14 H 2.620 0.609 -0.844  C4 1.084


Record 4
Computed, not measured: 2 unconnected molecules or ions with the total composition C4H8NS in a non-equilibrium geometry, with the ωB97M-V functional and the def2-TZVPD basis.

The value obtained for the lowest unoccupied orbital energy is -5.36 eV. The energy relative to the best compared isomer or geometry (same formula, charge and spin) comes out at 60.3 kcal per mole. As for the calculated total energy: -609.7738 a.u. As for the gap between HOMO and LUMO: 0.33747 hartree. As for the net charge: +1.

Each atom is followed by the atoms it is bonded to, with distances in Å.
Geometry (Å):
1 C -2.007 -1.702 -0.815  C2 1.214, H7 1.079
2 C -0.979 -1.097 -0.584  C1 1.214, C4 1.449
3 C 0.383 0.974 -1.075  C4 1.492, H8 1.166, H9 1.052, H10 1.169
4 C 0.214 -0.313 -0.338  C2 1.449, C3 1.492, S6 1.781
5 N 0.009 0.342 1.644  H11 1.041, H12 1.026, H13 0.945
6 S 1.693 -1.298 -0.215  C4 1.781, H14 1.361
7 H -3.030 -2.009 -0.968  C1 1.079
8 H -0.340 1.876 -0.929  C3 1.166
9 H 0.565 0.725 -2.080  C3 1.052
10 H 1.388 1.518 -0.826  C3 1.169
11 H -0.518 1.237 1.717  N5 1.041
12 H -0.515 -0.425 2.078  N5 1.026
13 H 0.775 0.360 2.197  N5 0.945
14 H 2.361 -0.186 0.197  S6 1.361